Record 1
This record from OMol25 describes 13 unconnected molecules or ions with the total composition C49H125N7O13 at a distorted geometry. The level of theory is ωB97M-V/def2-TZVPD.

Output
relative energy (zero: lowest compared OMol25 entry of this formula, charge and spin)	101.93	kJ/mol
LUMO energy	0.315	eV
spin multiplicity	1
HOMO energy	-8.01	eV

CARTESIAN COORDINATES (ANGSTROEM)
C1 -0.79319 1.29792 -8.75166
C2 -0.74800 1.12140 -7.22484
C3 0.74887 0.98612 -6.92293
C4 1.13652 1.20175 -5.46007
C5 0.61052 2.57014 -5.01439
C6 -0.89974 2.71966 -5.24799
N1 -1.26509 2.34611 -6.61935
O1 -2.65079 2.51615 -6.87502
C7 -1.67997 1.94723 -4.16316
C8 -1.16188 4.23527 -5.13837
C9 -1.44509 -0.20393 -6.91675
H1 -1.83025 1.49268 -9.05310
H2 -0.62295 0.37173 -9.30826
H3 -0.17563 2.07893 -9.18923
H4 1.12624 -0.01909 -7.13396
H5 1.41191 1.65835 -7.47224
H6 2.23031 1.16960 -5.45090
H7 0.81769 0.37495 -4.81644
H8 1.16002 3.30407 -5.61123
H9 0.92303 2.78305 -3.99009
H10 -2.73548 1.96440 -4.43614
H11 -1.35532 0.90331 -4.18529
H12 -1.46966 2.29796 -3.15454
H13 -2.21209 4.41703 -5.37794
H14 -1.01019 4.55815 -4.10712
H15 -0.59095 4.87543 -5.80741
H16 -1.14976 -1.06258 -7.51912
H17 -2.51860 -0.11923 -7.12245
H18 -1.33315 -0.51533 -5.87391
H19 -3.05206 1.84001 -6.30458
C10 -3.40667 -0.32322 -1.38987
C11 -4.34810 0.17794 -0.27148
C12 -5.70988 0.60737 -0.89460
C13 -6.59431 -0.58796 -1.19568
C14 -6.71764 -1.52374 0.00039
C15 -5.43425 -1.99986 0.63332
N2 -4.57062 -0.81557 0.76018
O2 -3.49712 -1.02005 1.66617
C16 -5.71795 -2.62920 1.99279
C17 -4.81949 -3.09564 -0.25664
C18 -3.72192 1.45535 0.29482
H20 -3.30823 0.50436 -2.09480
H21 -3.85029 -1.21174 -1.83699
H22 -2.41812 -0.64892 -1.06163
H23 -6.22585 1.30444 -0.23274
H24 -5.48491 1.08748 -1.84892
H25 -6.12472 -1.16351 -2.00512
H26 -7.57508 -0.36082 -1.61540
H27 -7.36150 -2.39094 -0.18039
H28 -7.31530 -0.98463 0.75182
H29 -5.99178 -1.86867 2.72733
H30 -6.56372 -3.31367 1.92557
H31 -4.84210 -3.13660 2.39421
H32 -3.77417 -3.22759 0.04766
H33 -5.28285 -4.07133 -0.10598
H34 -4.77692 -2.82874 -1.31106
H35 -4.20421 1.75026 1.23050
H36 -3.59109 2.28050 -0.40125
H37 -2.70902 1.22249 0.64846
H38 -3.87095 -0.60018 2.46878
C19 1.45575 -2.91362 -2.43934
C20 0.13461 -3.63291 -2.68056
C21 -0.72815 -2.55424 -3.35865
C22 -2.03424 -3.13660 -3.96381
C23 -1.69311 -4.34530 -4.85034
C24 -0.83183 -5.40843 -4.18194
N3 0.32126 -4.74345 -3.60651
O3 1.29596 -5.66118 -3.11896
C25 -1.64329 -6.22771 -3.12807
C26 -0.39930 -6.39604 -5.28145
C27 -0.48489 -3.95073 -1.32326
H39 1.89175 -2.71738 -3.42884
H40 2.25624 -3.56447 -2.07448
H41 1.37158 -1.98534 -1.88330
H42 -1.03432 -1.84729 -2.58444
H43 -0.20858 -2.02587 -4.15980
H44 -2.44304 -2.32463 -4.56904
H45 -2.76250 -3.37205 -3.18779
H46 -1.22346 -4.04661 -5.79271
H47 -2.65396 -4.73059 -5.20758
H48 -2.44007 -5.68994 -2.61884
H49 -2.14788 -7.04993 -3.64329
H50 -0.92842 -6.70219 -2.45653
H51 0.13123 -5.86177 -6.07487
H52 0.24782 -7.18852 -4.91027
H53 -1.28885 -6.81155 -5.75358
H54 -0.02601 -4.81659 -0.83273
H55 -1.54272 -4.21210 -1.34146
H56 -0.28993 -3.14325 -0.61529
H57 1.89881 -5.68849 -3.86922
C28 2.80787 7.79454 -0.96816
C29 2.56534 6.78162 0.16521
C30 2.19656 5.41266 -0.39514
O4 0.90409 5.56249 -0.94820
C31 0.30761 4.32027 -1.26907
N4 3.65402 6.81302 1.14107
H58 1.91325 8.03801 -1.54433
H59 3.58576 7.44154 -1.65542
H60 3.17902 8.78207 -0.67543
H61 1.68385 7.17605 0.67818
H62 2.26527 4.62290 0.35768
H63 2.88398 5.18593 -1.22214
H64 1.04505 3.65335 -1.72321
H65 -0.49027 4.52633 -1.98237
H66 -0.13928 3.90369 -0.36224
H67 4.53394 6.68092 0.63811
H68 3.72656 7.77121 1.46785
C32 4.18640 -2.29316 9.11500
C33 3.14620 -2.72202 8.07890
C34 2.12595 -1.60458 7.73658
O5 1.06445 -2.08603 6.92795
C35 1.23809 -1.90186 5.52133
N5 3.91607 -3.13426 6.88742
H69 4.85294 -1.48250 8.80768
H70 4.92527 -3.07599 9.29815
H71 3.69881 -2.08083 10.07024
H72 2.64881 -3.62043 8.45152
H73 2.59498 -0.70111 7.34406
H74 1.68709 -1.45281 8.72964
H75 0.35354 -2.29722 5.01875
H76 2.09696 -2.47042 5.17338
H77 1.25776 -0.84363 5.25309
H78 3.22592 -3.53410 6.26024
H79 4.21455 -2.25197 6.47346
C36 1.26346 2.00857 2.66770
C37 0.22887 1.14231 1.96754
C38 0.71610 0.44128 0.71188
O6 1.40207 1.41773 -0.06820
C39 2.02718 0.80674 -1.19738
N6 -0.34265 0.19716 2.90993
H80 2.09212 1.39792 3.03016
H81 0.80734 2.45701 3.55621
H82 1.56579 2.87692 2.08582
H83 -0.61578 1.79372 1.68949
H84 -0.10439 0.03253 0.11007
H85 1.32676 -0.42392 1.00075
H86 1.22338 0.29259 -1.73937
H87 2.84242 0.16250 -0.87088
H88 2.29418 1.60277 -1.89214
H89 -1.19136 -0.23593 2.53987
H90 -0.72310 0.56082 3.78043
C40 -3.22696 -2.49027 6.15003
C41 -2.47866 -1.26970 5.60245
C42 -3.37980 -0.06641 5.34030
O7 -4.19153 -0.38377 4.22762
C43 -5.11721 0.65006 3.95366
N7 -1.44723 -0.91588 6.57937
H91 -3.68956 -2.16277 7.08684
H92 -2.59596 -3.36433 6.28489
H93 -4.08094 -2.75805 5.51690
H94 -2.04605 -1.57274 4.64402
H95 -2.71542 0.78193 5.15541
H96 -3.99784 0.12645 6.22418
H97 -4.61503 1.58310 3.66681
H98 -5.62460 0.94197 4.88302
H99 -5.87353 0.39949 3.21496
H100 -1.88213 -0.87538 7.49670
H101 -0.71765 -1.63207 6.64885
C44 4.06812 -0.46248 4.00706
O8 4.89301 -1.14275 4.94785
H102 4.59478 0.38432 3.56070
H103 3.72043 -1.14484 3.23234
H104 3.24730 0.05417 4.51470
H105 5.76921 -0.76510 4.84349
C45 5.47432 -1.47459 0.47971
O9 5.74251 -0.34604 1.26530
H106 5.10801 -1.27358 -0.53838
H107 6.40071 -2.03814 0.30090
H108 4.72669 -2.11403 0.94908
H109 6.22706 0.29624 0.72869
C46 4.42904 -0.73195 -3.97346
O10 5.67383 -1.18370 -3.47141
H110 4.09196 -1.20482 -4.90845
H111 3.64033 -0.86075 -3.23135
H112 4.56575 0.26884 -4.38759
H113 5.55068 -2.09328 -3.18235
C47 5.01663 2.43819 -0.75685
O11 6.26140 1.80513 -0.51281
H114 5.05012 3.53209 -0.69920
H115 4.59888 2.19717 -1.73653
H116 4.29692 2.14362 0.00764
H117 6.73245 1.79779 -1.35164
C48 0.44551 2.34113 6.66456
O12 -0.86714 1.93322 6.27063
H118 0.35039 3.02369 7.50929
H119 1.00162 1.45600 6.99570
H120 0.98566 2.71123 5.79469
H121 -1.03987 1.06815 6.68720
C49 3.87447 4.03632 2.85115
O13 4.99498 4.89851 2.86293
H122 3.81921 3.50288 1.89674
H123 3.96671 3.34583 3.68750
H124 2.93552 4.58435 2.98329
H125 4.80715 5.63112 2.24714

---

Record 2
This record from OMol25 describes a molecular structure, C23H19N5O4Pd at a distorted geometry. The level of theory is ωB97M-V/def2-TZVPD.

Output
charge	+2
LUMO energy (spin up / spin down)	-10.924 / -10.362	eV
spin multiplicity	1
HOMO energy (spin up / spin down)	-12.67 / -12.67	eV

CARTESIAN COORDINATES (ANGSTROEM)
Pd1 2.16016 -1.36718 -0.64751
O1 2.09888 -1.68326 1.49922
N1 1.47628 -2.55781 2.03800
N2 0.90982 -3.47819 1.12992
O2 1.04962 -3.35347 -0.06941
C1 0.19571 -4.55186 1.70995
C2 -0.15704 -4.50950 3.07100
C3 -0.84722 -5.57922 3.59177
C4 -1.17295 -6.66429 2.77638
C5 -0.82191 -6.68043 1.42029
C6 -0.13673 -5.62450 0.87378
H1 0.09140 -3.65385 3.68160
H2 -1.14393 -5.57013 4.63137
H3 -1.70208 -7.50870 3.19950
H4 -1.08599 -7.52623 0.80029
H5 0.15446 -5.61822 -0.16613
O3 1.79999 -0.10410 -2.30696
C7 0.94891 0.52241 -1.62501
N3 0.24833 1.62094 -1.91877
C8 -0.57220 2.01230 -0.77493
C9 -0.19809 0.85021 0.23844
O4 -0.63469 0.73458 1.34275
N4 0.69591 0.03782 -0.41789
C10 -0.27428 3.38996 -0.22129
C11 -0.58296 3.70205 1.12283
C12 -0.39165 4.98364 1.59424
C13 0.10631 5.96979 0.75029
C14 0.40421 5.67419 -0.58762
C15 0.22200 4.39986 -1.06582
C16 -2.05307 2.06497 -1.05451
C17 -2.52437 2.31059 -2.36073
C18 -3.86801 2.44389 -2.59341
C19 -4.78158 2.31857 -1.52967
C20 -4.32904 2.08514 -0.23338
C21 -2.98128 1.95816 0.01313
H6 0.37428 2.12895 -2.77717
H7 -0.92773 2.92357 1.78714
H8 -0.61933 5.21698 2.62572
H9 0.27873 6.96862 1.12850
H10 0.76180 6.45375 -1.24630
H11 0.44676 4.19509 -2.10519
H12 -1.83426 2.41360 -3.18717
H13 -4.22659 2.65734 -3.59102
H14 -5.84326 2.39047 -1.72581
H15 -5.03616 1.98607 0.57934
H16 -2.62781 1.73610 1.01023
C22 6.63327 -1.70171 -1.88217
C23 5.23181 -1.65486 -1.44537
N5 4.14307 -1.61766 -1.10586
H17 7.23980 -1.06180 -1.24519
H18 6.70479 -1.35795 -2.91191
H19 6.99795 -2.72470 -1.81949

---

Record 3
This record from OMol25 describes a molecular structure, C8H16Br12PS2 at a distorted geometry. The level of theory is ωB97M-V/def2-TZVPD.

Output
charge	+1
LUMO energy	-4.388	eV
spin multiplicity	1
HOMO energy	-11.37	eV

CARTESIAN COORDINATES (ANGSTROEM)
C1 -1.96750 -5.21252 4.18111
C2 -2.98001 -5.65491 3.09803
P1 -2.79230 -4.88152 1.41718
C3 -1.12209 -5.22059 0.66241
C4 -1.37906 -5.91083 -0.72471
S1 -3.25024 -2.79144 1.46789
S2 -2.38106 -1.75808 3.08788
H1 -0.93578 -5.38973 3.87020
H2 -2.12318 -5.85859 5.05346
H3 -2.10005 -4.19081 4.53084
H4 -4.02324 -5.53149 3.40140
H5 -2.83422 -6.73125 2.94469
H6 -0.58477 -4.29241 0.43506
H7 -0.48010 -5.81684 1.31430
H8 -2.33554 -5.53755 -1.10444
H9 -1.44050 -6.99354 -0.63280
H10 -0.60758 -5.59691 -1.42653
H11 -2.58732 -2.27395 0.35988
H12 -1.64199 -0.72781 2.56115
C5 -1.65384 1.13713 0.02991
Br1 -0.35725 2.56430 0.04039
Br2 -3.18238 1.55329 -1.07447
Br3 -0.83055 -0.53822 -0.50104
H13 -2.01576 1.01676 1.04187
C6 1.51903 5.53602 -1.56542
Br4 1.79344 5.36823 0.34498
Br5 -0.01193 6.64315 -1.97212
Br6 3.11350 6.15658 -2.46007
H14 1.30410 4.54484 -1.94475
C7 6.10429 9.42875 -1.33417
Br7 8.02273 9.26495 -1.50139
Br8 5.21810 9.20625 -3.03915
Br9 5.39810 8.22447 0.00387
H15 5.89784 10.43500 -0.99758
C8 1.50757 1.98607 -4.02615
Br10 2.78906 2.37245 -2.63045
Br11 0.95624 0.13169 -3.99065
Br12 -0.00876 3.18412 -3.94831
H16 2.00299 2.15496 -4.97230

---

Record 4
This record from OMol25 describes a molecular structure, C24H60O3 at a distorted geometry. The level of theory is ωB97M-V/def2-TZVPD.

Output
relative energy (zero: lowest compared OMol25 entry of this formula, charge and spin)	186.59	kJ/mol
LUMO energy	0.668	eV
spin multiplicity	1
HOMO energy	-10.02	eV

CARTESIAN COORDINATES (ANGSTROEM)
C1 0.86616 0.01428 -1.35574
C2 2.18116 -0.64872 -0.96274
C3 2.44516 -0.78572 0.51826
C4 3.59916 -1.75972 0.94626
C5 3.59116 -1.92172 2.46526
C6 4.15416 -0.58972 3.22226
H1 -0.02984 -0.38872 -0.89274
H2 0.54016 0.14128 -2.48874
H3 1.02616 1.05328 -1.14074
H4 3.01916 -0.21072 -1.48274
H5 2.18416 -1.56472 -1.30274
H6 1.57116 -0.90972 0.93326
H7 2.92316 0.22128 0.75226
H8 4.66016 -1.53372 0.43326
H9 3.05316 -2.73172 0.74226
H10 4.26716 -2.85872 2.68626
H11 2.58616 -2.03272 2.60826
H12 4.46516 -0.99472 4.20026
H13 3.35716 0.17228 3.31126
H14 5.08916 -0.31672 2.83826
C7 -0.29684 -4.00772 -1.22274
C8 -0.66084 -4.05172 -2.73274
C9 -2.15884 -4.36572 -2.84374
C10 -3.03484 -3.21972 -2.48074
C11 -4.48284 -3.48272 -2.85974
C12 -5.54584 -2.39172 -2.59274
H15 -0.50084 -3.09972 -0.85374
H16 0.76616 -3.95472 -1.28274
H17 -0.45184 -4.79872 -0.50974
H18 -0.23584 -4.96872 -3.26574
H19 -0.62884 -3.20072 -3.33574
H20 -2.34084 -5.35072 -2.18174
H21 -2.54184 -4.68472 -3.83174
H22 -2.78984 -2.29472 -2.83474
H23 -3.12584 -3.26372 -1.54674
H24 -4.73984 -4.55372 -2.76074
H25 -4.48284 -3.54772 -4.09474
H26 -5.63684 -2.02872 -1.49874
H27 -6.45884 -2.55172 -2.98474
H28 -5.36784 -1.44772 -3.09374
C13 -4.76484 2.73928 -3.14774
C14 -3.83284 1.60828 -2.77174
C15 -4.17684 1.17028 -1.26674
C16 -2.95384 0.40028 -0.74574
C17 -3.05784 -0.15572 0.79426
C18 -1.94184 -1.05672 1.38326
H29 -4.57684 3.03928 -4.23074
H30 -4.43684 3.56528 -2.61274
H31 -5.84084 2.55328 -3.16974
H32 -2.70984 1.61128 -3.20374
H33 -3.83884 0.77128 -3.43674
H34 -5.13684 0.81828 -1.28074
H35 -4.52384 2.13728 -0.55374
H36 -2.19084 1.07328 -0.81674
H37 -2.92884 -0.47772 -1.50374
H38 -3.98284 -0.80672 0.67026
H39 -3.02584 0.83728 1.42526
H40 -1.33184 -1.59572 0.51826
H41 -2.08784 -1.36372 2.28326
H42 -1.25584 -0.11172 1.64826
C19 4.95616 2.67928 -1.11074
C20 5.79516 3.67128 -1.88674
O1 5.47916 3.44328 -3.28774
H43 4.05516 2.98728 -1.13374
H44 5.18916 2.55428 -0.12074
H45 5.09716 1.56928 -1.24674
H46 6.82416 3.47728 -1.79574
H47 5.47416 4.65228 -1.65974
H48 6.22716 3.52128 -3.89274
C21 -0.23784 0.40928 4.69126
C22 -0.50684 1.48628 5.76426
O2 0.06516 2.71328 5.39926
H49 -0.64584 -0.36972 5.09726
H50 0.79616 0.23728 4.36926
H51 -0.89984 0.49728 3.76226
H52 -0.04284 1.27528 6.72226
H53 -1.57684 1.54028 5.87926
H54 0.02016 3.16928 6.09326
C23 3.34416 3.42728 2.59926
C24 1.83216 3.57028 2.49126
O3 1.56016 4.25628 1.19126
H55 3.80716 4.35028 2.52526
H56 3.93816 2.68028 1.60926
H57 3.55616 2.86128 3.57226
H58 1.49316 4.31628 3.36126
H59 1.49316 2.73428 2.51026
H60 0.66916 4.44428 1.29026